167
Properties=species:S:1:pos:R:3:forces:R:3:mulliken_charge:R:1 method="wB97M-V/def2-TZVPD" s2=2.01 charge=0 e_above_lowest_kcal_mol=51.6 homo_lumo_gap_ha="0.25212 / 0.20319" largest_force_ev_per_a=3.43 spin_multiplicity=3
Pd -9.314 -21.290 7.494 -1.1 0.4 -0.8 -0.219
C -12.365 -19.019 8.949 1.6 0.7 -0.5 -0.948
C -11.108 -18.166 9.519 -1.3 -2.2 1.3 1.397
C -11.240 -18.356 11.089 -0.5 -0.3 -1.6 -0.648
C -10.069 -17.841 11.822 1.1 -0.6 -0.3 -0.854
C -8.748 -18.499 11.317 -0.4 1.1 0.6 -1.211
C -8.498 -18.339 9.798 0.6 -0.4 -0.3 1.199
N -9.780 -18.809 9.103 0.1 0.9 -1.5 0.724
O -9.638 -18.998 7.751 -0.4 0.2 2.5 1.098
C -7.335 -19.281 9.420 0.4 -0.2 0.5 -2.052
C -7.998 -16.871 9.499 -1.2 -0.6 -0.3 -1.449
C -11.217 -16.698 9.147 -0.3 -0.1 -1.3 -1.638
H -12.440 -20.046 9.308 0.5 -0.1 0.2 -0.821
H -12.233 -19.094 7.870 -0.2 0.0 -0.1 -0.110
H -13.336 -18.581 9.181 0.2 0.5 0.0 0.959
H -11.387 -19.403 11.356 0.1 -0.5 -0.3 -0.024
H -12.177 -17.913 11.427 0.0 0.4 -0.2 0.441
H -10.196 -18.160 12.856 0.2 0.8 0.3 0.483
H -10.029 -16.769 11.628 0.2 0.1 0.8 0.305
H -8.672 -19.507 11.725 -0.3 -0.5 -0.6 0.375
H -7.963 -17.999 11.884 0.3 0.2 -0.3 0.429
H -6.439 -18.999 9.974 -0.1 0.3 0.5 0.531
H -6.902 -19.289 8.419 -0.9 0.1 -0.4 0.274
H -7.532 -20.295 9.768 -0.2 -0.2 -0.3 0.210
H -7.809 -16.653 8.447 0.0 -0.5 -0.2 0.282
H -7.057 -16.705 10.023 -0.3 0.1 0.3 0.427
H -8.794 -16.172 9.757 0.4 0.2 0.5 0.345
H -12.215 -16.478 8.768 -0.4 0.1 0.7 0.485
H -10.676 -16.498 8.221 0.7 0.0 0.2 0.311
H -10.905 -16.005 9.929 -0.2 0.0 -0.2 0.293
C -12.833 -23.169 7.995 0.8 -0.7 -1.5 -1.642
C -13.137 -22.888 6.459 0.0 1.1 0.5 2.232
C -14.511 -22.117 6.507 0.5 -0.4 -2.1 -0.799
C -14.798 -21.427 5.157 0.2 1.5 0.5 -0.347
C -13.679 -20.448 4.827 0.1 -1.1 0.0 -0.982
C -12.282 -21.112 4.679 -0.8 0.6 0.5 3.289
N -12.071 -21.930 5.899 1.4 0.1 1.3 1.465
O -10.673 -22.422 6.024 -1.8 0.5 -0.1 -0.111
C -11.393 -19.833 4.587 1.0 -0.7 0.5 -0.686
C -12.184 -21.894 3.352 -0.3 0.2 -0.5 -0.912
C -13.317 -24.157 5.592 0.1 0.2 0.7 -0.368
H -13.604 -23.783 8.458 -0.5 0.4 -0.1 0.454
H -12.616 -22.247 8.535 -0.3 0.1 -0.1 -0.308
H -11.953 -23.800 8.119 0.4 0.1 -0.3 0.369
H -14.508 -21.387 7.316 0.1 0.1 0.0 -0.910
H -15.379 -22.774 6.571 0.3 -0.6 0.9 0.492
H -15.657 -20.775 5.313 -0.5 -0.2 -0.1 0.250
H -15.029 -22.082 4.317 0.1 -0.3 0.2 0.170
H -13.659 -19.742 5.657 0.3 0.1 0.1 -0.354
H -13.864 -19.884 3.913 -0.2 0.0 -0.1 0.313
H -11.718 -19.147 3.804 0.0 -0.4 -0.5 -0.378
H -10.344 -20.101 4.463 0.1 0.0 -0.4 -0.307
H -11.370 -19.177 5.456 -0.4 -0.5 0.6 -0.353
H -12.693 -21.349 2.557 0.1 0.6 -0.1 0.356
H -12.714 -22.844 3.286 0.2 -0.2 0.7 -0.378
H -11.163 -22.043 3.001 0.1 -0.1 0.3 -0.235
H -13.990 -23.966 4.757 0.2 0.1 -0.1 0.010
H -13.790 -24.952 6.169 0.1 -0.1 0.2 0.559
H -12.351 -24.505 5.226 -0.1 0.0 0.0 -1.089
C -9.491 -16.906 4.841 -0.3 0.6 0.2 -0.121
O -8.579 -17.008 5.933 0.3 -0.2 -0.6 -0.672
H -10.479 -16.699 5.252 -0.2 0.2 -0.2 -0.015
H -9.178 -16.068 4.217 -0.1 0.0 0.1 0.444
H -9.606 -17.761 4.175 0.4 -0.4 0.2 0.051
H -8.977 -17.593 6.582 -0.1 -0.4 0.2 0.070
C -9.796 -25.735 5.156 -0.5 -1.9 0.8 -0.831
O -9.967 -24.767 4.192 0.2 0.9 -0.5 -0.052
H -9.191 -26.530 4.719 0.1 0.0 0.2 0.322
H -9.435 -25.459 6.146 0.8 0.8 -0.2 0.231
H -10.745 -26.181 5.454 -0.5 -0.3 -0.3 0.280
H -10.349 -24.006 4.635 -0.2 1.0 0.3 -0.182
C -16.997 -25.368 5.537 0.3 -1.2 0.2 -0.640
O -17.798 -26.315 4.820 -0.3 0.6 -0.4 -0.620
H -16.577 -24.587 4.904 -0.2 0.3 -0.1 0.304
H -17.632 -24.979 6.333 0.3 0.1 0.0 0.292
H -16.169 -25.970 5.909 0.2 0.6 0.7 0.348
H -17.198 -26.713 4.184 -0.2 -0.2 -0.2 0.311
C -8.430 -23.790 1.474 0.1 -0.4 1.1 -0.306
O -9.206 -24.973 1.400 -0.3 0.1 -1.1 -0.602
H -9.003 -22.864 1.462 -0.3 0.1 -0.3 -0.038
H -7.983 -23.862 2.466 0.7 0.6 0.0 0.180
H -7.672 -23.752 0.691 -0.1 -0.2 0.0 0.375
H -9.732 -24.987 2.203 -0.1 -0.1 0.4 0.291
C -13.757 -21.753 11.419 -0.3 1.6 -1.3 -0.026
O -14.303 -22.779 12.150 -0.2 -1.6 0.9 -0.623
H -14.084 -20.813 11.863 0.8 0.4 0.1 0.372
H -12.684 -21.860 11.264 0.0 0.0 0.7 -0.043
H -14.141 -21.710 10.399 -0.3 -0.2 -0.3 0.008
H -15.180 -22.539 12.456 0.0 0.0 0.0 0.276
C -7.762 -21.596 4.829 -0.3 -0.4 -0.7 -0.748
O -8.000 -20.509 5.742 0.3 -1.0 -0.6 -0.263
H -8.442 -21.562 3.977 -0.1 0.3 -0.1 0.138
H -6.748 -21.566 4.429 0.1 0.0 0.2 0.559
H -7.969 -22.572 5.268 0.2 0.2 0.5 0.112
H -7.394 -19.829 5.440 -0.3 0.6 0.5 0.223
C -12.357 -17.261 1.662 -1.0 0.3 -0.1 -0.271
O -11.548 -16.504 2.499 1.3 -0.1 0.1 -0.588
H -12.190 -16.959 0.629 0.0 -0.1 -0.1 0.362
H -12.240 -18.342 1.751 0.3 -0.2 0.1 -0.261
H -13.385 -17.035 1.944 -0.4 -0.2 -0.4 0.270
H -12.049 -16.262 3.282 -0.1 0.3 0.2 0.327
C -13.042 -25.904 11.590 -1.1 0.2 -1.0 -0.691
O -14.181 -25.274 10.948 0.8 -0.1 0.1 -0.350
H -13.500 -26.713 12.159 0.8 -0.2 0.2 0.268
H -12.393 -26.243 10.782 0.1 -0.4 0.2 0.234
H -12.472 -25.195 12.192 -0.2 -0.1 0.3 0.300
H -14.246 -24.410 11.361 -0.3 0.5 0.0 0.344
C -16.814 -19.623 10.011 0.0 -1.3 1.1 -0.852
O -15.914 -19.479 8.956 0.3 0.6 -0.9 -0.361
H -17.503 -18.798 10.192 0.4 0.2 -0.5 0.293
H -17.392 -20.532 9.839 -0.4 0.0 0.2 0.358
H -16.195 -19.792 10.892 -0.4 0.1 0.6 0.194
H -15.527 -20.341 8.788 0.1 0.0 -0.2 0.168
C -16.158 -18.880 2.448 1.7 -2.6 0.0 0.145
O -17.263 -18.260 2.005 -2.3 2.4 -0.9 -0.576
H -16.521 -19.849 2.791 0.8 -0.4 1.0 -0.007
H -15.480 -19.137 1.634 0.4 0.1 -0.3 0.192
H -15.544 -18.351 3.178 -0.6 0.3 0.2 -0.048
H -17.810 -18.908 1.554 0.0 0.2 0.0 0.333
C -12.839 -25.457 2.016 0.8 0.1 0.9 0.062
O -13.806 -26.339 1.543 -0.8 -0.3 -0.6 -0.580
H -11.863 -25.912 1.846 0.4 0.5 -0.1 0.263
H -12.929 -24.477 1.549 0.2 0.1 0.0 0.096
H -12.942 -25.343 3.095 -0.1 0.0 0.0 -0.132
H -13.654 -26.298 0.596 -0.5 -0.5 -0.2 0.340
C -14.827 -22.563 0.054 -0.3 -0.6 -0.1 -0.109
O -14.208 -22.824 -1.203 0.2 0.2 0.3 -0.551
H -15.558 -23.339 0.277 -0.2 -0.1 0.0 0.316
H -14.085 -22.642 0.848 0.2 0.3 -0.2 -0.236
H -15.353 -21.608 0.076 0.2 0.2 0.1 0.312
H -14.895 -22.892 -1.870 0.0 0.0 0.0 0.301
C -13.552 -16.683 5.414 -0.2 -0.9 -0.5 0.924
O -13.000 -15.640 4.628 -0.2 0.5 0.6 -0.577
H -14.620 -16.605 5.617 0.0 0.3 -0.3 0.414
H -13.376 -17.555 4.784 -0.2 -0.3 0.3 -0.553
H -13.093 -16.863 6.386 0.5 0.3 0.0 -0.439
H -13.349 -14.798 4.932 0.1 0.1 -0.1 0.303
C -17.139 -17.811 6.519 0.7 -0.3 -0.2 -0.434
O -16.157 -17.273 7.425 -1.0 0.3 -0.9 -0.539
H -17.456 -17.090 5.766 0.0 0.3 0.4 0.357
H -16.698 -18.628 5.948 0.2 -0.2 -0.1 -0.032
H -17.999 -18.246 7.029 -0.2 0.3 0.2 0.348
H -16.025 -17.998 8.040 0.4 -0.2 0.3 0.477
C -16.636 -26.391 9.409 -1.0 0.2 0.0 -0.595
O -15.534 -26.597 8.561 0.0 0.2 0.1 -0.504
H -17.557 -26.481 8.832 0.0 -0.4 -0.2 0.306
H -16.680 -27.084 10.249 0.1 -0.2 0.0 0.296
H -16.694 -25.383 9.821 0.4 0.2 0.1 0.199
H -14.819 -26.149 9.019 0.5 0.0 0.0 0.238
C -9.979 -19.981 0.553 -0.2 0.1 0.4 -0.093
O -9.434 -20.694 -0.509 0.8 -0.4 -0.9 -0.571
H -9.321 -19.157 0.830 0.0 0.0 -0.2 0.288
H -10.945 -19.588 0.234 -0.2 0.2 0.5 0.261
H -10.049 -20.639 1.419 -0.4 0.2 0.3 -0.163
H -10.002 -21.450 -0.678 0.0 -0.1 -0.1 0.311
C -18.669 -22.738 3.651 1.3 -1.2 0.0 -0.408
O -19.385 -23.935 3.912 -1.3 0.9 0.1 -0.601
H -18.044 -22.969 2.789 0.2 0.6 -0.4 0.245
H -19.247 -21.835 3.457 -0.5 -0.5 0.1 0.347
H -17.979 -22.552 4.474 0.0 0.4 0.2 0.099
H -18.784 -24.636 4.178 0.2 -0.2 -0.1 0.374
C -10.007 -22.808 10.374 0.5 0.9 1.4 -1.030
O -10.190 -21.601 9.576 0.0 -2.1 0.1 0.634
H -10.676 -23.661 10.264 -0.4 0.5 -0.8 0.115
H -8.989 -23.197 10.367 0.1 0.2 -0.8 0.353
H -10.095 -22.471 11.407 -0.3 -0.2 0.3 0.372
H -10.447 -20.892 10.171 0.1 0.4 -0.2 -0.385